A molecular structure, C3HBrFO3 at a distorted geometry, computed with the ωB97M-V functional and the def2-TZVPD basis.

Structure (XYZ):
```
9
Properties=species:S:1:pos:R:3:forces:R:3:mulliken_charge:R:1
C -0.09932 0.90019 -0.06418 1.4 -2.9 0.0 0.525
C -1.57789 0.55835 -0.11961 -1.0 0.7 0.1 0.557
C 0.92253 -0.83447 0.33253 -1.7 0.7 -5.3 -0.068
O -1.66227 0.09693 -1.26524 -0.4 -0.6 -0.3 -0.624
O 0.57127 1.70209 -0.58505 0.1 0.9 0.4 -0.456
O -2.39456 0.79536 0.76981 0.4 -0.1 0.1 -0.693
F 0.86518 -1.18810 1.56065 0.3 -0.7 3.3 -0.207
Br 2.68227 -0.21055 -0.27873 0.5 -0.5 0.3 -0.249
H 0.69279 -1.81981 -0.35019 0.3 2.6 1.4 0.215
```
Positions in Å, forces in eV/Å.

## Properties
* HOMO: -4.4 eV
* M: 183.94 g/mol
* LUMO energy: 3.301 eV
* frontier orbital gap: 7.7 eV
* energy above the lowest of the compared OMol25 structures with the same formula, charge and spin: 32.9 kcal per mole
* DFT total energy: -3014.52496 a.u.
* largest force on an atom: 5.58 eV/Å
* net charge: -1



34 unconnected molecules or ions with the total composition H68O34 at a distorted geometry, computed with the ωB97M-V functional and the def2-TZVPD basis.

Structure (XYZ):
```
102
Properties=species:S:1:pos:R:3:forces:R:3:mulliken_charge:R:1
O 4.66130 6.62322 17.99392 0.8 0.0 -0.1 -0.622
H 4.00371 7.00698 18.57798 -0.6 0.0 0.4 0.368
H 5.47127 6.65434 18.51947 -0.1 -0.1 -0.2 0.291
O -2.51303 9.71132 18.66348 -0.4 0.9 -0.1 -0.471
H -2.76800 8.95561 19.19893 0.1 -1.0 0.2 0.274
H -3.31591 10.25268 18.72405 0.0 0.1 -0.2 0.223
O 1.89266 4.44591 20.65969 -1.0 0.8 -0.5 -0.639
H 2.30550 3.65071 20.95555 0.3 -0.8 0.2 0.263
H 0.92334 4.30627 20.63254 0.7 0.2 0.2 0.325
O -3.51279 6.98298 13.41827 -0.7 -0.9 0.0 -0.688
H -2.62529 6.63526 13.66000 -0.4 -0.3 -0.2 0.379
H -4.24062 6.32701 13.56504 1.4 0.8 0.3 0.291
O -0.70303 8.96546 16.11809 -1.4 -0.8 -2.3 0.375
H -0.05023 9.44580 16.59458 1.0 1.0 0.4 -0.059
H -0.73035 9.19979 15.09817 0.5 -0.4 2.1 0.014
O -7.95749 11.36020 18.28275 0.0 0.0 0.4 -0.677
H -8.28229 10.59465 17.79672 -0.1 0.1 -0.2 0.334
H -8.14841 12.12716 17.74134 -0.2 0.1 -0.2 0.320
O -5.72055 3.18835 21.75603 0.7 -1.4 -1.2 -0.722
H -4.82900 2.73207 21.75908 -1.5 0.8 -0.2 0.306
H -6.17785 2.92970 20.88641 0.8 0.7 1.5 0.368
O -5.39373 10.58797 17.97259 -1.4 1.0 0.7 -0.706
H -6.13574 11.00525 18.53205 1.3 -0.9 -1.1 0.364
H -5.65615 10.90103 17.07279 0.7 -0.1 0.4 0.364
O 0.02000 9.85752 19.49722 2.5 -0.9 -0.2 -0.499
H -0.86022 10.08893 19.25022 -1.7 0.5 0.1 0.318
H 0.36101 10.24669 20.29814 -0.6 0.4 0.3 0.237
O 0.08199 12.43312 15.35619 0.4 -0.3 0.2 -0.677
H -0.20871 13.31985 15.11675 -0.3 -0.3 0.3 0.274
H -0.62260 11.95264 15.84056 -0.2 0.7 -0.5 0.390
O -0.78628 6.35301 13.60188 0.0 -1.3 0.6 -0.735
H -0.40851 7.18722 13.82274 0.2 1.8 -0.4 0.242
H -0.30191 5.86464 14.29019 -0.4 -0.4 -0.2 0.352
O -0.82207 5.60926 20.82165 -1.0 -1.5 -2.4 -0.757
H -0.63700 5.78732 19.81134 0.0 0.0 1.8 0.494
H -1.44069 4.81624 20.72371 0.9 1.5 0.4 0.298
O 2.52104 7.17357 19.77258 -0.3 0.7 0.3 -0.629
H 2.13327 6.29921 19.93861 0.1 0.0 0.2 0.340
H 2.12854 7.78725 20.42724 0.2 -0.7 -0.6 0.277
O 0.87389 6.68562 16.02444 0.5 0.8 0.5 -0.669
H 1.86162 6.73020 15.94380 -0.6 -0.1 0.0 0.338
H 0.57700 7.59025 16.31721 0.2 -0.7 -0.8 0.221
O -0.56719 5.87840 18.12353 -0.2 -0.1 -0.9 -0.839
H 0.03459 6.15772 17.32001 -1.1 -0.7 1.4 0.408
H -1.51961 6.10741 17.90121 1.4 0.3 -0.4 0.474
O -3.29179 7.11726 19.87988 -0.5 0.3 -0.2 -0.702
H -3.29493 6.69454 19.00462 0.3 0.3 0.3 0.145
H -2.64601 6.68614 20.45400 0.2 -0.2 -0.2 0.304
O -2.45177 11.33272 15.83021 0.1 0.7 2.4 -0.777
H -2.50793 10.90602 14.98847 -0.1 -1.4 -0.5 0.245
H -2.54387 10.72340 16.62479 0.1 0.4 -1.9 0.302
O 2.71402 11.64951 15.68630 -1.6 1.1 -0.5 -0.767
H 1.78946 12.05877 15.77683 1.4 -0.5 -0.5 0.397
H 2.73595 11.05899 16.42681 0.2 -0.8 0.9 0.372
O -5.28847 11.45262 15.17779 -1.0 -1.0 -0.6 -0.683
H -4.36719 11.65566 14.98434 0.1 -0.1 0.2 0.304
H -5.48573 10.60871 14.70099 0.6 1.1 0.6 0.310
O -7.18327 3.34231 19.35103 -0.7 -0.8 -0.2 -0.700
H -7.60479 2.60067 18.87064 0.4 0.6 0.4 0.263
H -6.48711 3.66279 18.76385 0.1 -0.2 -0.2 0.378
O -8.80019 9.59681 15.54674 0.2 0.7 -1.0 -0.636
H -8.28929 9.84859 14.75055 -0.6 -0.1 0.5 0.319
H -8.12653 9.20639 16.09439 0.6 -0.7 0.6 0.294
O -2.38917 2.74266 20.84581 -0.4 0.3 0.6 -0.572
H -2.13565 2.54431 19.94904 0.1 -0.1 -0.8 0.323
H -1.57068 2.96869 21.28457 0.3 -0.2 0.4 0.257
O 2.23800 9.86244 13.57901 -0.3 0.1 0.8 -0.724
H 2.33919 10.43906 14.36647 -0.1 0.2 0.1 0.351
H 3.11189 9.92145 13.20942 0.4 -0.2 -0.7 0.303
O -6.45720 8.18456 17.24658 0.7 1.4 0.7 -0.474
H -6.54005 7.44018 17.85412 0.1 0.0 0.4 0.328
H -5.93745 8.91678 17.76159 -1.0 -1.4 -1.2 0.273
O -4.79749 3.99182 17.88055 0.3 0.1 0.1 -0.749
H -3.90131 3.61089 17.96888 -0.3 0.0 0.1 0.329
H -4.90790 4.60412 18.63221 0.0 0.1 -0.2 0.399
O -5.23977 5.85536 22.12276 0.3 0.4 -0.6 -0.511
H -5.58767 5.02256 22.44876 -0.1 -0.5 0.0 0.301
H -5.28843 6.52264 22.79738 -0.1 0.2 0.5 0.230
O -1.97526 3.20796 18.06275 0.4 0.3 -1.7 -0.742
H -1.65855 4.13143 18.03412 0.3 0.1 0.5 0.457
H -1.68440 2.96653 17.14849 -0.4 -0.3 1.0 0.278
O 3.68175 7.10466 15.42251 0.3 3.7 0.5 -0.666
H 4.43024 6.95861 16.04337 -0.7 -0.2 -0.1 0.337
H 3.62507 8.15990 15.45097 0.0 -3.4 -0.4 0.307
O -0.48440 9.24136 13.44751 1.9 0.2 0.9 -0.649
H -0.99117 9.96621 13.12956 -1.3 0.7 -0.7 0.264
H 0.41954 9.66063 13.53249 -0.5 -0.9 -0.4 0.356
O -5.03046 6.01290 15.67385 -0.2 0.6 -0.4 -0.559
H -5.82542 6.48633 15.98926 0.6 -0.2 0.0 0.203
H -4.94582 5.19643 16.16665 -0.3 -0.5 0.6 0.277
O -6.12215 5.98196 19.47411 0.2 0.5 0.6 -0.490
H -6.97413 5.79512 19.90138 0.4 -0.2 -0.2 0.233
H -5.55161 6.28173 20.23155 -0.5 -0.4 -0.6 0.347
O 1.99855 9.49929 17.53142 0.8 -0.3 -1.5 -0.405
H 2.29901 8.61666 17.76722 0.0 -0.1 0.2 0.118
H 1.54551 9.83194 18.28849 -1.0 0.3 1.3 0.297
O -3.40057 9.52289 13.30249 1.1 0.0 1.3 -0.616
H -3.50869 8.54671 13.47220 0.2 0.2 -0.1 0.457
H -4.13947 9.72916 12.77296 -1.2 0.5 -1.1 0.236
O -2.67306 6.92493 16.96305 0.2 0.4 -0.2 0.233
H -3.48898 6.72006 16.45461 0.4 0.5 -0.2 0.138
H -2.10512 7.64454 16.56316 -1.0 -0.7 0.4 0.028
```
Positions in Å, forces in eV/Å.

## Properties
* HOMO: -11.0 eV
* M: 612.51 g/mol
* LUMO energy: 0.016 eV
* frontier orbital gap: 11.0 eV
* energy above the lowest of the compared OMol25 structures with the same formula, charge and spin: 43.3 kcal per mole
* DFT total energy: -2599.08623 a.u.
* largest force on an atom: 3.71 eV/Å
* net charge: 0